1.
C23H63O10Zr as an isolated structure. Source: OMol25; level of theory: wB97M-V/def2-TZVPD.

Cartesian coordinates (Å):
Zr: -2.64084 -4.67369 1.31150
C: 1.28842 -8.95430 -1.52806
C: 1.79384 -7.73539 -0.61344
C: 2.53742 -6.75663 -1.52700
O: 0.76163 -7.08742 0.14444
H: 2.16424 -9.43961 -1.95878
H: 0.62339 -8.46248 -2.23794
H: 0.66112 -9.75300 -1.13224
H: 2.51105 -8.05761 0.14147
H: 1.99179 -6.66307 -2.46596
H: 3.53428 -7.07465 -1.83229
H: 2.65616 -5.81076 -0.99849
C: 0.13734 1.17222 0.88623
C: 0.36692 0.16646 -0.31809
C: 1.80246 0.09286 -0.80252
O: -0.37879 -1.03684 -0.03671
H: 0.86178 1.08586 1.69607
H: -0.89948 1.22405 1.21856
H: 0.30610 2.19185 0.53988
H: -0.27661 0.65717 -1.04825
H: 2.11356 1.08053 -1.14286
H: 1.91710 -0.62384 -1.61574
H: 2.50937 -0.05732 0.01346
C: -8.01652 -0.90760 3.13893
C: -7.28756 -1.61253 2.08425
C: -7.03373 -0.59268 0.88830
O: -6.10545 -2.28482 2.49485
H: -8.92781 -0.44938 2.75468
H: -7.40578 -0.11034 3.56261
H: -8.33258 -1.49860 3.99854
H: -7.79918 -2.46130 1.63040
H: -6.61447 -1.03585 -0.01497
H: -6.36910 0.23801 1.12566
H: -8.02236 -0.23736 0.59769
C: -1.84511 0.53837 -7.67317
C: -2.25879 1.03909 -6.28351
O: -1.28550 2.04062 -5.80023
H: -2.45566 -0.35745 -7.78651
H: -0.78927 0.42986 -7.92117
H: -2.16007 1.24352 -8.44237
H: -2.17690 0.22116 -5.56770
H: -3.24867 1.49281 -6.23466
H: -1.54026 2.22383 -4.89297
C: -3.10111 4.16265 7.55888
C: -2.09854 3.13658 7.07816
O: -2.75525 1.88741 7.35084
H: -2.72538 5.18582 7.55249
H: -3.31337 4.03205 8.62001
H: -3.98329 4.21346 6.92069
H: -1.22341 3.14380 7.72794
H: -1.85607 3.27521 6.02456
H: -3.61140 1.99127 6.92917
C: 3.34695 -3.14465 -7.14930
C: 2.78933 -4.11493 -8.22556
O: 3.64151 -4.16782 -9.38277
H: 4.27201 -3.55832 -6.74775
H: 2.61427 -3.06661 -6.34605
H: 3.58254 -2.21402 -7.66556
H: 1.79085 -3.90302 -8.60794
H: 2.64196 -5.07514 -7.73121
H: 3.00033 -4.28288 -10.08793
C: -5.45194 5.73661 -2.26537
C: -4.22936 5.78136 -1.37481
O: -3.84851 7.12028 -1.44976
H: -5.30298 6.23285 -3.22436
H: -6.17771 6.35958 -1.74263
H: -5.81044 4.71790 -2.41305
H: -3.42869 5.34379 -1.97110
H: -4.32206 5.31590 -0.39356
H: -3.50121 7.41997 -2.29306
C: 1.75352 6.92408 3.81749
C: 2.61516 7.32510 2.55934
O: 2.94629 6.14170 1.91041
H: 2.01567 5.94644 4.22197
H: 0.68867 7.04558 3.61893
H: 1.91380 7.72571 4.53846
H: 3.60868 7.77034 2.61202
H: 2.08860 8.01903 1.90413
H: 2.98018 5.45457 2.57997
C: 9.27611 1.93824 0.19846
C: 9.00486 0.70112 -0.68449
O: 10.13350 -0.10131 -0.99005
H: 9.74301 1.71698 1.15823
H: 8.35726 2.46853 0.44865
H: 9.91651 2.62566 -0.35420
H: 8.81495 1.05481 -1.69787
H: 8.17932 0.09766 -0.30712
H: 9.79061 -0.99691 -0.94611
C: 1.48177 -4.56668 6.06342
C: 0.88208 -3.58225 5.11409
O: -0.40274 -3.99143 4.85497
H: 2.54069 -4.35425 6.21058
H: 1.48213 -5.40593 5.36789
H: 1.00737 -4.68677 7.03740
H: 1.53682 -3.47708 4.24902
H: 0.80575 -2.68599 5.72973
H: -0.76703 -4.03986 5.74185

Cartesian forces, eV/Å:
0.490 0.118 -0.034
0.038 0.988 0.988
-2.568 0.162 -0.639
0.172 0.149 0.063
1.454 -1.003 -0.811
-0.121 0.261 -0.406
0.403 -0.104 -0.533
0.224 0.225 0.862
0.142 -0.388 0.608
-0.212 0.408 0.118
0.036 -0.356 0.281
-0.162 0.102 -0.238
0.094 0.956 -0.304
-1.632 -1.979 1.686
-0.187 0.250 0.322
2.050 2.322 -0.575
-0.202 -0.738 0.089
0.150 -0.648 0.160
0.211 0.014 -0.503
-0.389 0.221 -0.697
-0.309 0.097 -0.386
0.130 -0.025 0.210
-0.116 -0.679 0.092
-0.873 0.836 1.525
3.136 -1.065 -0.601
-0.049 -0.535 -0.538
-1.156 1.106 -0.601
0.025 0.053 -0.147
0.103 0.133 -0.121
0.194 -0.429 -0.179
-0.821 -0.100 -0.419
0.046 -0.461 0.211
-0.201 -0.066 0.571
0.044 0.227 0.141
-1.225 0.885 0.004
2.262 0.749 0.495
-0.762 -0.612 -0.576
0.454 -0.295 -0.514
0.033 -0.500 0.890
-0.353 0.104 0.042
-0.369 -0.262 -0.046
-0.124 -0.248 -0.357
0.081 0.179 0.066
0.678 1.581 0.148
-1.133 -0.083 1.246
0.591 -0.315 -0.748
0.358 0.156 -0.353
-0.425 -0.504 -0.193
-0.237 -0.365 0.221
0.178 0.044 -0.377
0.227 -0.166 -0.025
-0.234 -0.353 0.073
-0.332 -0.768 -1.438
0.169 0.160 0.513
-0.478 -0.162 0.697
-0.014 0.002 -0.007
0.080 0.360 -0.031
-0.174 0.247 0.463
-0.192 0.744 0.433
0.459 -0.515 -0.201
0.479 -0.068 -0.428
-0.954 -0.486 0.929
0.865 -0.052 -3.898
0.444 2.410 2.563
0.383 -0.267 -0.001
-0.513 -0.275 -0.131
-0.310 0.042 -0.081
0.174 -1.417 0.586
0.027 0.729 0.084
-0.112 -0.687 -0.053
0.755 2.511 -0.609
-0.150 -0.391 0.744
-0.309 -1.728 -1.625
-0.019 0.164 0.024
0.025 -0.635 -0.353
0.205 -0.324 0.592
-0.138 0.784 1.600
-0.474 -0.372 -0.162
0.099 -0.024 -0.207
0.254 -0.531 -0.196
0.029 1.243 -0.824
0.463 -0.710 1.123
0.161 -0.280 -0.100
-0.183 -0.100 -0.292
0.069 0.011 0.135
-1.254 0.517 0.179
-0.046 0.041 0.053
0.509 -0.190 -0.078
1.699 -0.838 -1.299
1.319 1.490 2.482
-1.972 -0.468 -1.282
0.034 0.153 0.277
-0.058 -1.159 1.071
-0.273 -0.148 -0.327
-0.552 0.148 -0.186
0.314 1.002 -0.806
-0.651 -0.216 -0.121

Calculated values
LUMO level, eV: -7.92
Total charge: +1
Frontier orbital gap, eV: 2.13
M, g mol⁻¹: 591.0
Strongest force on any atom, eV Å⁻¹: 3.99
Spin multiplicity: 1

=====

2.
A 3-piece molecular cluster, C2H10N2O2 overall. Source: OMol25; level of theory: wB97M-V/def2-TZVPD.

Cartesian coordinates (Å):
H: -2.07836 -1.67007 1.24450
N: -1.61180 -1.07063 0.58038
C: -0.42470 -0.71633 0.83438
N: 0.36939 -0.14128 -0.09324
C: 1.77186 0.12388 0.13593
H: 0.07918 -0.80126 1.80398
H: -0.02212 0.11594 -0.98639
H: 2.07917 0.91081 -0.54172
H: 2.06043 0.46204 1.13448
H: 2.36214 -0.75720 -0.12007
O: 0.30364 2.75648 1.13817
H: 0.36467 2.12178 0.41459
H: -0.41466 3.34690 0.89445
O: -1.56005 -1.20026 -2.28162
H: -1.53231 -2.01051 -2.79683
H: -1.74648 -1.47027 -1.36096

Cartesian forces, eV/Å:
0.188 0.458 0.574
-0.646 -0.639 -0.893
0.349 -0.045 0.385
0.134 0.893 0.452
0.464 -0.198 -0.497
-0.069 -0.289 -0.029
-0.138 -0.449 -0.105
0.146 0.180 -0.152
-0.538 -0.136 0.064
0.187 -0.019 0.112
0.110 0.041 -0.033
-0.175 0.009 0.116
-0.030 -0.005 0.003
0.032 -0.111 -0.023
0.010 0.009 -0.034
-0.025 0.301 0.060

Calculated values
LUMO level, eV: 0.88
Frontier orbital gap, eV: 10.01
M, g mol⁻¹: 94.1
Strongest force on any atom, eV Å⁻¹: 1.27
Spin multiplicity: 1

=====

3.
A 2-piece molecular cluster, C4H13NOS overall. Source: OMol25; level of theory: wB97M-V/def2-TZVPD.

Cartesian coordinates (Å):
C: 1.58258 1.14823 -1.55406
C: 0.60037 1.28774 -0.35302
N: -0.71300 0.84912 -0.84244
C: -1.77053 0.61428 0.15599
C: -1.39114 -0.36502 1.26375
S: -1.47628 -2.07048 0.65662
H: 2.04798 0.17571 -1.74310
H: 1.01689 1.47566 -2.43497
H: 2.41340 1.84552 -1.43031
H: 0.56870 2.36918 -0.23828
H: 1.03684 0.75798 0.49164
H: -0.51156 -0.00637 -1.35252
H: -2.55465 0.12561 -0.44706
H: -2.23720 1.53188 0.52766
H: -0.31793 -0.24425 1.50090
H: -1.93111 -0.24630 2.21720
H: -2.37926 -2.49465 1.57175
O: 1.94582 -1.95065 0.94243
H: 2.01249 -1.90599 -0.01418
H: 2.05759 -2.89719 1.08198

Cartesian forces, eV/Å:
-0.168 0.562 0.117
0.650 0.218 -1.939
0.445 -0.122 0.857
-0.523 -0.721 -0.986
1.063 0.309 0.467
-0.562 -0.552 0.532
-0.433 -0.127 0.195
0.286 -0.198 -0.020
0.007 -0.020 0.035
-0.161 0.023 0.831
-0.274 0.143 0.383
-0.565 -0.105 0.016
-0.020 0.267 0.380
0.586 0.153 0.039
-0.566 0.155 0.122
-0.002 -0.092 -0.584
0.198 -0.002 -0.429
0.187 -0.226 -0.161
-0.032 0.334 -0.222
-0.115 0.001 0.368

Calculated values
LUMO level, eV: 0.65
Frontier orbital gap, eV: 9.36
M, g mol⁻¹: 123.2
Strongest force on any atom, eV Å⁻¹: 2.06
Spin multiplicity: 1

=====

Here are the calculated energy above the lowest of the compared OMol25 structures with the same formula, charge and spin numbers, same order: 24.725, 0.394, 1.094 (eV).